{
  "formula": "C44H87N5O18",
  "method": "the ωB97M-V functional and the def2-TZVPD basis",
  "lumo_energy_ha": 0.0183,
  "homo_ev": -9.2,
  "largest_force_ev_per_a": 5.36,
  "species": ["C", "C", "C", "C", "N", "H", "H", "H", "H", "H", "H", "H", "C", "C", "C", "C", "N", "H", "H", "H", "H", "H", "H", "H", "C", "C", "C", "C", "N", "H", "H", "H", "H", "H", "H", "H", "C", "C", "C", "C", "N", "H", "H", "H", "H", "H", "H", "H", "C", "C", "C", "C", "N", "H", "H", "H", "H", "H", "H", "H", "C", "O", "C", "C", "O", "C", "C", "O", "C", "H", "H", "H", "H", "H", "H", "H", "H", "H", "H", "H", "H", "H", "H", "C", "O", "C", "C", "O", "C", "C", "O", "C", "H", "H", "H", "H", "H", "H", "H", "H", "H", "H", "H", "H", "H", "H", "C", "O", "C", "O", "O", "C", "H", "H", "H", "H", "H", "H", "C", "O", "C", "O", "O", "C", "H", "H", "H", "H", "H", "H", "C", "O", "C", "O", "O", "C", "H", "H", "H", "H", "H", "H", "C", "O", "C", "O", "O", "C", "H", "H", "H", "H", "H", "H"],
  "xyz": [[-28.255, -1.250, -5.614], [-26.951, -1.913, -5.167], [-27.247, -3.159, -4.232], [-28.063, -4.190, -4.940], [-28.680, -4.997, -5.528], [-28.039, -0.384, -6.240], [-28.627, -0.715, -4.740], [-29.066, -1.838, -6.042], [-26.249, -1.257, -4.651], [-26.449, -2.296, -6.055], [-27.769, -2.782, -3.352], [-26.290, -3.626, -3.998], [-31.284, 7.437, -9.182], [-31.592, 6.150, -9.970], [-32.659, 5.274, -9.281], [-32.363, 4.866, -7.909], [-32.199, 4.586, -6.808], [-31.966, 8.286, -9.133], [-30.424, 7.963, -9.597], [-31.113, 7.278, -8.117], [-30.656, 5.616, -10.136], [-31.967, 6.472, -10.941], [-32.905, 4.359, -9.821], [-33.595, 5.831, -9.301], [-27.318, 3.684, -12.286], [-25.795, 3.744, -12.188], [-25.114, 3.078, -10.970], [-25.593, 1.685, -10.813], [-25.898, 0.573, -10.711], [-27.623, 3.757, -13.329], [-27.867, 4.402, -11.676], [-27.645, 2.693, -11.972], [-25.471, 4.783, -12.255], [-25.393, 3.327, -13.112], [-25.341, 3.581, -10.030], [-24.046, 3.105, -11.189], [-19.815, 4.240, -8.150], [-20.773, 3.837, -6.974], [-22.258, 3.460, -7.332], [-23.054, 4.395, -8.119], [-23.646, 5.193, -8.683], [-20.244, 4.762, -9.005], [-19.325, 3.396, -8.634], [-18.955, 4.860, -7.897], [-20.842, 4.695, -6.306], [-20.310, 3.028, -6.409], [-22.869, 3.202, -6.467], [-22.244, 2.543, -7.920], [-21.974, 2.352, -3.007], [-22.929, 1.430, -2.299], [-24.263, 1.091, -3.022], [-24.147, 0.594, -4.386], [-24.042, 0.145, -5.461], [-21.480, 1.994, -3.911], [-21.184, 2.756, -2.374], [-22.469, 3.274, -3.310], [-23.234, 1.805, -1.322], [-22.376, 0.536, -2.012], [-24.886, 1.985, -3.068], [-24.879, 0.359, -2.501], [-32.159, -1.899, -5.914], [-31.502, -0.747, -6.336], [-31.895, -0.233, -7.660], [-31.038, 0.875, -8.168], [-31.468, 1.091, -9.492], [-30.658, 2.126, -10.128], [-31.268, 2.542, -11.455], [-30.822, 3.806, -11.943], [-31.456, 4.291, -13.127], [-33.124, -1.458, -5.663], [-31.717, -2.385, -5.045], [-32.341, -2.585, -6.742], [-32.900, 0.189, -7.678], [-31.909, -1.059, -8.370], [-29.997, 0.558, -8.111], [-31.149, 1.761, -7.543], [-29.648, 1.749, -10.289], [-30.572, 3.042, -9.543], [-32.355, 2.538, -11.376], [-31.019, 1.749, -12.161], [-31.283, 3.576, -13.932], [-31.097, 5.242, -13.520], [-32.528, 4.287, -12.929], [-23.455, 9.228, -4.846], [-23.458, 9.278, -6.256], [-24.051, 8.169, -6.809], [-25.582, 8.204, -6.947], [-26.010, 9.284, -7.698], [-27.324, 9.069, -8.172], [-27.834, 10.276, -9.108], [-28.128, 11.329, -8.175], [-28.461, 12.609, -8.797], [-22.831, 8.456, -4.395], [-24.475, 9.150, -4.470], [-23.049, 10.144, -4.418], [-23.765, 7.212, -6.374], [-23.705, 8.066, -7.838], [-25.998, 8.324, -5.947], [-25.743, 7.243, -7.435], [-28.000, 8.996, -7.320], [-27.308, 8.215, -8.849], [-28.764, 9.866, -9.500], [-27.184, 10.461, -9.963], [-27.701, 12.832, -9.546], [-28.478, 13.314, -7.965], [-29.463, 12.615, -9.226], [-23.003, -0.192, -9.395], [-21.757, -0.704, -9.898], [-20.673, -0.076, -9.844], [-20.498, 1.007, -9.279], [-19.766, -0.877, -10.308], [-18.350, -0.593, -10.203], [-23.405, 0.667, -9.932], [-22.894, 0.187, -8.379], [-23.850, -0.875, -9.465], [-17.942, -0.719, -9.201], [-18.127, 0.437, -10.485], [-17.818, -1.325, -10.811], [-30.370, 2.177, -4.713], [-29.909, 2.894, -3.583], [-29.117, 2.442, -2.672], [-28.353, 1.445, -2.731], [-29.187, 3.346, -1.654], [-28.695, 2.893, -0.375], [-30.845, 2.840, -5.436], [-31.085, 1.387, -4.485], [-29.599, 1.656, -5.282], [-28.818, 1.834, -0.148], [-29.188, 3.564, 0.329], [-27.647, 3.165, -0.250], [-23.424, 6.551, -1.669], [-24.015, 6.133, -2.876], [-25.158, 5.344, -2.839], [-25.649, 4.879, -1.807], [-25.708, 5.244, -4.054], [-27.013, 4.624, -4.234], [-22.625, 7.243, -1.935], [-23.018, 5.744, -1.059], [-24.186, 7.068, -1.086], [-26.968, 3.586, -3.905], [-27.239, 4.759, -5.292], [-27.836, 5.132, -3.731], [-28.624, 5.465, -8.332], [-27.630, 4.526, -8.556], [-27.594, 3.370, -7.843], [-28.522, 2.979, -7.147], [-26.385, 2.822, -8.011], [-26.088, 1.553, -7.473], [-29.519, 4.852, -8.230], [-28.742, 6.148, -9.173], [-28.521, 6.059, -7.423], [-26.427, 1.492, -6.439], [-25.003, 1.479, -7.400], [-26.431, 0.697, -8.055]],
  "atomic_forces_ev_per_a": [[0.5219, 1.5621, 1.0970], [-0.8954, -1.7952, -0.5026], [0.0737, 0.5501, -1.3378], [-1.1482, -1.2827, -0.9999], [1.5403, 2.0551, 1.5188], [0.0461, -0.2470, -0.5954], [-0.5647, -0.2332, 0.2859], [0.4531, -0.2758, -0.0043], [-0.3282, 0.1422, -0.0330], [0.3048, -0.0249, 0.0373], [0.0461, -0.3766, 0.1306], [-0.1280, -0.0231, 0.4034], [0.4208, 0.5995, 0.4659], [-0.1938, 0.8806, 0.5248], [-0.1248, 0.0908, -0.5575], [-0.1412, 0.4030, 0.0724], [0.1705, -0.1331, -0.0417], [-1.0183, -0.5068, -0.5614], [0.4606, -0.4111, 0.0100], [0.4227, -0.4289, 0.0314], [-0.2760, -0.1239, -0.0097], [-0.0717, -0.3777, -0.1233], [0.3464, -0.0644, -0.2886], [-0.0807, 0.0937, 0.3878], [0.0602, -0.6692, 0.1875], [-0.1052, 0.5842, -0.3763], [-0.9381, -0.1628, -0.5861], [0.4303, -0.5412, -0.1546], [0.0117, 0.9668, -0.0220], [-0.0785, 0.3097, 0.0540], [0.1904, 0.1065, -0.0376], [-0.1720, -0.1198, 0.0686], [0.0897, 0.1191, 0.3592], [0.1097, -0.4229, 0.1091], [0.1808, 0.2117, -0.1208], [0.0709, -0.2556, 0.4620], [0.0991, -0.5533, -0.5646], [-0.1909, 1.2040, -0.7123], [0.6510, -0.9613, -0.5156], [1.0061, 0.1838, 0.6645], [-0.5413, 0.4150, -0.5126], [-0.7005, 0.1467, 0.2922], [-0.3608, -0.5153, 0.2426], [-0.2627, 0.1801, 0.8034], [0.0889, 0.0294, 0.1523], [-0.2680, -0.1118, -0.0825], [0.2782, 0.1479, 0.3562], [0.1605, -0.2113, -0.1241], [0.0161, 1.5177, -0.3983], [-0.1870, -1.0017, 0.4526], [0.1860, 0.3528, -0.0348], [0.6603, -1.0920, -2.3381], [-0.1812, 1.0383, 2.1956], [-0.2207, -0.5330, 0.0669], [0.0772, -0.4966, 0.3451], [-0.3810, 0.1008, -0.2013], [0.0103, 0.4961, -0.0896], [-0.1909, -0.4142, -0.3340], [-0.0111, 0.1925, 0.0220], [0.2092, -0.0369, 0.3302], [-1.8872, 0.8344, -0.5448], [1.8538, 1.8055, -1.7876], [-0.7787, -1.3481, 1.2995], [0.8352, -0.3631, 0.5817], [0.7454, 1.6550, -0.9402], [-0.2183, 0.0880, 0.1300], [-0.5361, -0.5346, -1.0455], [0.8701, 0.5311, 0.6614], [-0.3565, -1.7539, 0.2362], [-0.7296, -0.9768, 0.6247], [0.3413, 0.2681, -0.2538], [0.3084, -0.3896, 0.0302], [-0.4827, -0.2834, 0.5437], [0.2254, -0.1434, -0.0906], [0.3392, 0.1287, -0.2179], [-0.0166, 0.2600, -0.0613], [0.1334, -0.1108, 0.0931], [-0.1281, -0.0649, 0.6540], [-0.2933, 0.0792, 0.1836], [-0.0342, -0.0065, -0.4595], [-0.0374, -0.1908, -0.2232], [0.2094, 0.1013, 0.8762], [-0.2560, 0.4423, -0.2479], [-0.2090, 0.6965, 0.4744], [0.8584, 0.5899, 1.0862], [-0.9059, -0.6724, -1.8602], [1.6455, -0.0784, 1.1668], [-0.3122, 0.6163, -1.1064], [0.4314, 2.0427, -1.7420], [-0.3295, -1.6566, 2.9139], [0.1261, 0.7628, -1.6454], [0.3280, -1.3181, 0.9410], [-0.0457, -0.6034, -0.4207], [-0.0999, -0.2377, 0.1724], [-0.0388, 0.3146, -0.4980], [0.0167, -0.0371, 0.6449], [0.2957, 0.3106, -0.1534], [-0.5127, -0.6818, 0.2136], [-0.8005, -0.2522, 0.1081], [-0.3389, -0.2892, -0.1362], [-0.2943, -0.5523, 0.2733], [-0.3693, 0.1596, -0.3081], [0.4040, 0.5671, 0.3476], [-0.0817, 0.3402, 0.0159], [0.2812, 0.1322, -0.2317], [-0.0467, -0.2517, -0.2610], [-0.3103, 1.4748, 0.4246], [-4.8321, -2.2061, -0.7339], [1.9322, 3.3296, 2.9476], [0.0812, -0.7822, -1.0529], [2.6192, -1.1580, -1.0461], [-0.1191, 0.4146, 0.2288], [0.7402, 0.0897, -0.5424], [0.2221, -0.4706, 0.1933], [0.8330, -0.7457, -0.0164], [-0.5897, -0.0542, 0.3074], [-0.1221, -0.1215, -0.2845], [-0.4046, 0.2204, -0.2972], [0.0662, -1.3804, -1.3835], [-1.2096, 0.8616, -0.8931], [2.6715, -1.8937, 0.7745], [-2.2899, 2.5481, 0.3687], [0.2331, -1.7006, -0.0692], [0.6134, 1.2155, 0.2501], [0.1119, 0.4716, 0.5843], [-0.1050, 0.1803, 0.6372], [0.5041, 0.2349, 0.3739], [-0.3467, 0.1538, -0.3620], [-0.3754, -0.4616, 0.1052], [0.2283, -0.2678, -0.4257], [-0.3793, 0.2402, 0.8009], [-1.6366, -1.6152, -1.6134], [-0.7647, 0.2647, 2.1018], [1.2321, 0.7538, -1.9002], [0.6979, 0.5561, 0.1714], [0.1966, 0.1587, 0.1664], [-0.1243, -0.1063, -0.0865], [-0.0683, -0.2024, -0.2046], [0.1509, 0.0818, 0.1975], [-0.0865, 0.0137, -0.2472], [0.3718, -0.4420, 0.0146], [0.4164, 0.1757, 0.5423], [-2.0683, -0.4292, 0.4703], [2.5484, -1.0257, -0.2614], [-1.2397, 0.5073, 0.7809], [1.5641, 0.1649, -0.9859], [-0.7812, 0.8228, -0.7941], [0.4906, -0.6676, 1.2268], [-0.5780, 0.5832, 0.1341], [0.4585, -0.3082, -0.0956], [0.4313, -0.1276, 0.1298], [-0.3306, -0.0926, -0.0753], [-0.0394, 0.1949, -0.2884], [-0.3548, 0.3404, -0.1792]]
}